Entry 1:
The following is a DFT calculation (wB97M-V/def2-TZVPD) of 6 unconnected molecules or ions with the total composition H12O5S in a non-equilibrium geometry.

SMILES string: O.O.O.O.O.S
Energy relative to the best compared isomer or geometry (same formula, charge and spin), kJ/mol: 89.48
Multiplicity: 1
Energy, a.u.: -781.55208
E_HOMO, eV: -10.08

Last column: Mulliken charge in e.
Element x y z (Å)
1 H -2.505 1.557 0.034  0.34
2 S 0.776 -2.478 -1.307  -0.29
3 H 1.273 2.324 1.407  0.32
4 O 1.798 -0.902 1.501  -0.61
5 H -0.271 0.206 -1.561  0.27
6 H 1.367 -3.010 -2.343  0.15
7 O -2.029 1.716 0.879  -0.63
8 H 2.802 -0.950 1.394  0.29
9 H -1.144 1.350 0.602  0.27
10 O -0.957 0.851 -1.656  -0.57
11 O -1.364 -1.523 1.577  -0.62
12 H -1.577 -0.848 0.899  0.35
13 H -1.188 0.739 -2.614  0.29
14 H 1.293 2.834 -0.024  0.27
15 H 1.497 -0.111 1.008  0.33
16 O 1.108 2.071 0.505  -0.60
17 H -0.448 -1.249 1.604  0.29
18 H -0.433 -2.578 -1.908  0.16

Entry 2:
The following is a DFT calculation (wB97M-V/def2-TZVPD) of 6 unconnected molecules or ions with the total composition H12O5S.

SMILES string: O.O.O.O.O.S
Energy relative to the best compared isomer or geometry (same formula, charge and spin), kJ/mol: 27.48
Multiplicity: 1
Energy, a.u.: -781.57570
E_HOMO, eV: -10.09

Last column: Mulliken charge in e.
Element x y z (Å)
1 O -2.264 -1.434 -0.821  -0.65
2 H -1.707 0.230 -1.637  0.35
3 H -2.768 1.307 0.636  0.32
4 O -2.490 0.631 1.265  -0.68
5 H 2.346 0.244 1.814  0.14
6 S 1.411 0.663 2.680  -0.34
7 H 2.762 1.296 -1.239  0.29
8 H 1.525 1.947 2.321  0.16
9 H -0.352 0.166 -2.258  0.32
10 H 1.893 -1.253 -0.447  0.34
11 H -2.316 -1.037 0.061  0.36
12 H 1.613 -1.878 0.905  0.28
13 H 1.217 1.203 -1.234  0.32
14 H -2.308 -2.385 -0.694  0.30
15 O 1.932 -2.099 0.023  -0.60
16 O -0.954 0.807 -1.847  -0.64
17 H -1.562 0.843 1.431  0.33
18 O 2.022 0.749 -0.960  -0.58

Entry 3:
The following is a DFT calculation (wB97M-V/def2-TZVPD) of 6 unconnected molecules or ions with the total composition H12O5S2 in a non-equilibrium geometry.

SMILES string: SS.O.O.O.O.O
Energy relative to the best compared isomer or geometry (same formula, charge and spin), kJ/mol: 73.24
Multiplicity: 1
Energy, a.u.: -1179.74943
E_HOMO, eV: -9.22

Last column: Mulliken charge in e.
Element x y z (Å)
1 O 0.760 0.096 2.548  -0.70
2 H -1.083 -2.309 1.054  0.28
3 H 0.832 0.470 -0.656  0.32
4 H 1.632 1.404 0.231  0.29
5 H -1.930 -1.688 -4.380  0.16
6 H -1.463 0.707 -2.123  0.21
7 O -0.534 -1.575 0.656  -0.62
8 O 0.821 1.378 -0.257  -0.58
9 H -1.584 1.638 2.005  0.32
10 H -0.151 -1.003 1.285  0.40
11 H -0.792 2.577 1.154  0.31
12 S -0.463 0.285 -2.968  -0.20
13 H 2.286 -1.491 -1.483  0.27
14 H 0.288 0.654 3.187  0.34
15 S -1.454 -1.590 -3.049  -0.19
16 O -1.024 2.392 2.074  -0.66
17 H 0.823 0.838 1.943  0.30
18 H 1.177 -1.680 -0.462  0.33
19 O 1.859 -1.103 -0.759  -0.59

Entry 4:
The following is a DFT calculation (wB97M-V/def2-TZVPD) of 7 unconnected molecules or ions with the total composition H12O5S2 in a non-equilibrium geometry.

Energy relative to the best compared isomer or geometry (same formula, charge and spin), kJ/mol: 641.72
Multiplicity: 1
Energy, a.u.: -1179.53291
E_HOMO, eV: -9.31

Last column: Mulliken charge in e.
Element x y z (Å)
1 O -1.503 0.302 2.668  -0.58
2 O -1.137 -0.027 -2.317  -0.69
3 H -0.006 -0.651 2.882  0.42
4 H -0.712 2.845 -0.100  0.21
5 H -1.506 0.655 -1.729  0.25
6 H 1.395 -0.954 2.196  0.28
7 S 2.279 -1.151 -0.297  -0.37
8 H 1.694 0.733 -1.733  0.29
9 O -0.541 -1.880 -0.300  -0.50
10 O 0.895 -0.959 3.005  -0.60
11 S -1.737 2.006 -0.037  -0.35
12 H -0.855 -1.284 -1.009  0.48
13 H 1.540 0.786 -3.262  0.34
14 H 0.392 -1.597 -0.316  0.25
15 H -1.571 0.711 1.806  0.29
16 H -2.024 0.916 3.212  0.30
17 O 1.155 1.082 -2.440  -0.64
18 H 3.136 -2.173 -0.382  0.16
19 H -0.223 0.263 -2.457  0.46

Entry 5:
The following is a DFT calculation (wB97M-V/def2-TZVPD) of 6 unconnected molecules or ions with the total composition H12O6 in a non-equilibrium geometry.

Net charge: -1
Energy relative to the best compared isomer or geometry (same formula, charge and spin), kJ/mol: 40.57
Multiplicity: 2
Expectation value of S²: 0.750
Energy, a.u.: -458.61893
E_HOMO (alpha / beta), eV: 0.13 / -7.50

Last column: Mulliken charge in e.
Element x y z (Å)
1 H 1.044 -0.358 0.205  0.44
2 O 1.134 -2.201 -0.019  -1.07
3 H 3.768 -0.258 -0.215  0.34
4 H -0.119 0.566 0.496  0.44
5 H -0.993 -2.101 -0.221  0.38
6 H -2.027 3.148 -1.383  0.30
7 H -1.842 -1.865 -1.453  0.38
8 O 0.824 0.564 0.333  -1.21
9 H -2.434 0.531 0.632  0.38
10 H 1.000 -3.038 0.426  0.52
11 H -1.486 0.462 1.810  0.38
12 H 2.737 0.847 -0.137  0.46
13 O -1.789 -1.661 -0.519  -0.97
14 H -1.779 2.550 -0.014  0.41
15 O -1.748 1.025 1.081  -1.02
16 O -1.970 3.378 -0.455  -0.71
17 H 1.999 -2.279 -0.421  0.28
18 O 3.681 0.693 -0.146  -0.72

Entry 6:
The following is a DFT calculation (wB97M-V/def2-TZVPD) of 6 unconnected molecules or ions with the total composition H12O6 in a non-equilibrium geometry.

SMILES string: O.O.O.O.O.O
Energy relative to the best compared isomer or geometry (same formula, charge and spin), kJ/mol: 27.05
Multiplicity: 1
Energy, a.u.: -458.66217
E_HOMO, eV: -11.41

Last column: Mulliken charge in e.
Element x y z (Å)
1 H 2.051 -1.782 -1.882  0.32
2 H 0.865 -1.855 -0.898  0.45
3 H -0.430 -3.310 -0.383  0.34
4 H 1.282 1.941 0.303  0.45
5 O -0.670 -2.436 -0.846  -0.78
6 O 1.848 -1.644 -0.957  -0.78
7 H 3.166 0.588 0.315  0.30
8 H -1.359 -1.915 -0.304  0.45
9 H -1.924 1.623 1.957  0.32
10 O 0.687 2.602 0.756  -0.76
11 H 0.751 3.391 0.192  0.33
12 O -1.859 1.599 0.996  -0.77
13 H -3.134 -0.791 -0.336  0.33
14 O -2.573 -0.964 0.453  -0.78
15 H 2.209 0.032 -0.767  0.44
16 H -0.945 1.950 0.797  0.44
17 O 2.531 0.866 -0.362  -0.76
18 H -2.249 -0.045 0.680  0.46

Entry 7:
The following is a DFT calculation (wB97M-V/def2-TZVPD) of 6 unconnected molecules or ions with the total composition H12O6 in a non-equilibrium geometry.

SMILES string: O.O.O.O.O.O
Energy relative to the best compared isomer or geometry (same formula, charge and spin), kJ/mol: 116.95
Multiplicity: 1
Energy, a.u.: -458.62793
E_HOMO, eV: -10.65

Last column: Mulliken charge in e.
Element x y z (Å)
1 H -2.210 -0.178 -0.212  0.39
2 H 2.114 -0.247 0.505  0.38
3 H 3.325 -0.993 0.069  0.35
4 O 0.221 -1.254 -1.201  -0.63
5 H 0.293 -2.221 -1.007  0.28
6 O -1.961 0.292 -1.006  -0.80
7 H 0.871 0.942 2.380  0.26
8 H -2.283 -0.706 1.770  0.32
9 O 2.596 -0.443 -0.260  -0.67
10 H -1.083 -0.108 -1.353  0.40
11 H 0.531 1.172 0.769  0.47
12 O 0.751 0.571 1.462  -0.74
13 H 1.202 -1.226 -1.132  0.34
14 H 0.561 1.981 -1.107  0.33
15 O -0.101 2.154 -0.372  -0.81
16 H -1.039 1.753 -0.651  0.45
17 O -1.689 -1.234 1.207  -0.71
18 H -0.827 -0.861 1.328  0.39

Entry 8:
The following is a DFT calculation (wB97M-V/def2-TZVPD) of 6 unconnected molecules or ions with the total composition H12O6 in a non-equilibrium geometry.

SMILES string: O.O.O.O.O.O
Energy relative to the best compared isomer or geometry (same formula, charge and spin), kJ/mol: 299.17
Multiplicity: 1
Energy, a.u.: -458.55853
E_HOMO, eV: -9.64

Last column: Mulliken charge in e.
Element x y z (Å)
1 H -2.239 -1.071 -0.802  0.26
2 H -0.133 1.555 1.892  0.28
3 O -4.080 -3.341 -1.722  -0.61
4 O 1.693 -0.148 1.057  -0.49
5 H 3.481 0.367 -1.326  0.30
6 O 2.503 0.346 -1.369  -0.59
7 H 1.846 -1.089 1.101  0.21
8 O -0.219 1.606 0.935  -0.53
9 H -1.153 1.386 0.690  0.28
10 O -2.303 -0.310 -0.289  -0.63
11 H -3.820 -4.253 -1.499  0.31
12 H 2.149 2.455 2.079  0.26
13 H -1.586 0.170 -0.739  0.33
14 H 1.653 0.065 2.036  0.29
15 O 2.461 1.921 1.385  -0.62
16 H 2.340 0.945 -2.057  0.28
17 H 1.996 2.245 0.536  0.34
18 H -4.987 -3.377 -1.888  0.30

Entry 9:
The following is a DFT calculation (wB97M-V/def2-TZVPD) of 6 unconnected molecules or ions with the total composition H12O6.

SMILES string: O.O.O.O.O.O
Energy relative to the best compared isomer or geometry (same formula, charge and spin), kJ/mol: 121.67
Multiplicity: 1
Energy, a.u.: -458.62613
E_HOMO, eV: -10.89

Last column: Mulliken charge in e.
Element x y z (Å)
1 O 0.828 0.098 -0.349  -0.59
2 H -0.554 -0.444 -3.665  0.33
3 H 0.074 0.628 -0.076  0.25
4 O 1.486 -0.858 2.475  -0.64
5 H -0.921 0.768 -2.812  0.29
6 O -2.707 -0.557 -0.636  -0.61
7 H 4.267 -0.140 -0.696  0.30
8 H -2.446 0.151 -1.227  0.27
9 H 2.933 0.147 -0.011  0.36
10 O -2.504 0.574 2.092  -0.63
11 H 0.577 -0.254 -1.222  0.35
12 H -2.840 1.177 2.762  0.32
13 H 1.176 -1.732 2.218  0.32
14 O 3.883 0.302 0.067  -0.62
15 H -1.554 0.521 2.250  0.33
16 O -0.226 0.119 -2.955  -0.65
17 H 1.586 -0.389 1.638  0.30
18 H -3.058 -0.110 0.148  0.34

Entry 10:
The following is a DFT calculation (wB97M-V/def2-TZVPD) of 6 unconnected molecules or ions with the total composition H12O6 in a non-equilibrium geometry.

SMILES string: O.O.O.O.O.O
Energy relative to the best compared isomer or geometry (same formula, charge and spin), kJ/mol: 134.01
Multiplicity: 1
Energy, a.u.: -458.62143
E_HOMO, eV: -10.68

Last column: Mulliken charge in e.
Element x y z (Å)
1 O 0.596 2.600 0.064  -0.58
2 H -3.004 -2.353 -1.892  0.31
3 H 0.257 -1.799 0.868  0.44
4 O 2.465 0.572 0.572  -0.63
5 H 3.042 -0.127 0.330  0.28
6 H -1.506 -2.408 -1.425  0.32
7 H 0.732 -0.092 -0.308  0.26
8 H 0.730 -1.494 2.219  0.27
9 O -2.370 -2.755 -1.251  -0.64
10 H 2.828 0.904 1.393  0.29
11 H -0.783 -0.061 -0.590  0.46
12 O -2.064 1.278 -0.663  -0.70
13 H -1.933 2.150 -1.085  0.32
14 H 1.090 3.351 0.383  0.28
15 O -0.004 -0.646 -0.526  -0.68
16 H 1.166 1.891 -0.017  0.35
17 O 0.530 -2.246 1.700  -0.66
18 H -1.767 1.227 0.226  0.32

Entry 11:
The following is a DFT calculation (wB97M-V/def2-TZVPD) of 6 unconnected molecules or ions with the total composition H12O6 in a non-equilibrium geometry.

SMILES string: O.O.O.O.O.O
Energy relative to the best compared isomer or geometry (same formula, charge and spin), kJ/mol: 157.89
Multiplicity: 1
Energy, a.u.: -458.61234
E_HOMO, eV: -10.47

Last column: Mulliken charge in e.
Element x y z (Å)
1 O -0.335 -0.573 -0.304  -0.82
2 O 1.049 1.442 0.529  -0.82
3 H -2.257 2.014 -1.125  0.31
4 O 3.582 0.904 -0.485  -0.61
5 O -3.010 1.405 -1.064  -0.62
6 H -1.579 -1.298 0.922  0.40
7 H -3.500 1.523 -1.863  0.32
8 H 0.702 -2.036 -0.393  0.45
9 H -2.207 -2.345 1.843  0.32
10 H 0.250 0.077 0.065  0.48
11 H 0.172 -3.337 0.126  0.28
12 H 1.304 2.340 0.286  0.34
13 O -2.093 -1.419 1.737  -0.64
14 H -0.763 -0.128 -1.016  0.25
15 H 2.804 1.113 -0.042  0.40
16 H 4.052 1.735 -0.466  0.31
17 O 1.019 -2.955 -0.223  -0.64
18 H 0.818 1.534 1.481  0.33

Entry 12:
The following is a DFT calculation (wB97M-V/def2-TZVPD) of 6 unconnected molecules or ions with the total composition H12O6.

SMILES string: O.O.O.O.O.O
Energy relative to the best compared isomer or geometry (same formula, charge and spin), kJ/mol: 101.09
Multiplicity: 1
Energy, a.u.: -458.63397
E_HOMO, eV: -10.89

Last column: Mulliken charge in e.
Element x y z (Å)
1 O -0.877 3.226 1.744  -0.63
2 O 0.110 -0.145 -3.082  -0.64
3 H -1.972 2.539 -1.155  0.32
4 H 3.013 -1.670 0.848  0.33
5 H 2.915 -3.037 1.526  0.33
6 H 0.951 0.125 -3.459  0.31
7 O -1.946 1.794 -0.545  -0.71
8 H 0.207 -0.024 -2.121  0.41
9 O 0.041 -0.205 -0.301  -0.75
10 H -0.795 4.176 1.622  0.31
11 H -1.440 2.916 1.022  0.36
12 O -0.321 -2.686 1.241  -0.68
13 H -0.527 -3.071 0.384  0.33
14 H 0.639 -2.782 1.335  0.36
15 H -2.293 1.051 -1.053  0.32
16 H 0.159 -0.683 0.530  0.37
17 O 2.542 -2.149 1.538  -0.68
18 H -0.406 0.624 -0.075  0.34

Look up the energy relative to the best compared isomer or geometry (same formula, charge and spin) of the fourth one.
641.72 kJ/mol